Computed, not measured: a molecular structure, C52H46BrN6O6RuS2 at a distorted geometry, with wB97M-V/def2-TZVPD.

Its expectation value of S² is 0.76. Its HOMO energy (spin up / spin down) is -7.3 / -7.3 eV. For the max |F|, the calculation gives 1.66 eV/A. The value obtained for the gap between HOMO and LUMO (spin up / spin down) is 6.23 / 5.87 eV.

```
! RIJCOSX wB97M-V def2-TZVPD def2/J DEFGRID3
* xyz 0 2
C -1.28 3.23 -3.02
C -0.67 -5.46 -1.80
H -2.29 -5.49 0.35
H -3.17 0.81 -0.85
C 1.88 -0.97 5.43
C -0.19 -0.47 5.06
H -2.76 -0.42 6.06
C 3.94 1.75 -2.42
C 4.40 -5.55 -4.44
H -2.81 -3.62 1.91
H -5.48 7.51 -4.03
C 0.29 4.47 0.70
H 2.01 -2.20 -6.19
C 3.89 -5.42 -3.16
Br -5.48 0.22 5.21
O -0.24 0.27 2.31
C -3.53 0.78 0.17
H 3.74 -1.22 4.37
O 0.20 7.24 -0.04
S 1.23 7.04 0.98
C -0.86 5.57 -3.39
C 3.13 -4.31 -2.83
H 3.81 -1.88 8.62
C -2.33 4.37 -4.87
H -3.99 7.00 -3.18
C -1.72 5.56 -4.48
H -4.14 1.66 0.36
H -0.42 2.49 0.36
H -0.94 -5.21 -2.83
C -3.81 0.21 4.33
H -0.14 1.18 -4.91
O -4.48 6.55 -6.20
H -2.98 4.35 -5.74
C 3.37 -3.46 -5.08
H 2.77 -4.19 -1.81
C -1.44 -0.11 4.37
H 3.57 -1.45 -5.87
S -1.99 7.07 -5.39
C 2.22 2.03 -4.07
H 0.03 4.43 -1.81
N 0.96 -0.62 4.45
H 0.66 -3.80 -2.63
H 3.70 0.02 -1.16
N -0.09 -0.70 6.40
C -1.07 2.04 -2.23
C 3.38 2.48 -3.46
C -1.53 -2.24 0.88
H 3.87 3.38 -3.82
C -1.38 0.23 3.02
C 2.60 4.65 1.35
C -3.77 0.56 2.98
N 1.26 -0.78 -1.82
Ru -0.02 -0.09 -0.25
C -0.64 4.41 -2.66
C 2.86 -3.34 -3.78
H 4.96 -1.82 6.45
H 1.83 2.56 -4.93
C 2.73 3.27 1.27
H 0.66 -0.38 -5.10
O 0.81 7.39 2.33
H -4.10 -0.13 0.35
C 3.91 -1.59 6.49
H -4.68 0.82 2.46
C -2.68 -0.13 5.02
H 0.50 -0.06 2.91
H 2.49 -1.31 -3.90
C -0.86 1.07 -1.53
H 4.10 -6.17 -2.41
N 2.13 -2.16 -3.49
H -0.37 6.49 -3.08
H -1.77 -1.46 1.57
C -3.84 7.00 -5.30
N 0.56 -2.99 -2.05
C -2.55 0.55 2.33
C -2.12 3.21 -4.13
H -2.61 2.29 -4.42
C 1.39 5.26 1.03
C -1.83 -4.51 0.21
C 0.42 3.10 0.63
H -0.65 4.96 0.47
H 4.88 2.04 -1.99
C 4.14 -4.57 -5.39
C 3.27 0.63 -1.95
C 1.90 -1.34 7.84
H 3.44 5.28 1.63
C 1.32 -1.94 -2.40
C -0.34 -3.08 -1.00
O -2.36 0.80 1.01
H 1.39 -1.37 8.80
N 1.81 1.06 0.64
O 2.56 7.50 0.61
C -0.95 -4.33 -0.84
C 3.25 -1.62 7.73
H -4.06 8.59 -3.91
C 1.54 0.90 -3.61
C 1.23 -1.02 6.66
C -2.12 -3.48 1.08
C 3.08 -2.40 -6.11
C 2.04 0.26 -2.48
H 3.69 2.80 1.47
H -0.83 -0.61 7.07
C 1.65 2.50 0.87
C -0.62 -2.01 -0.16
H 5.01 -6.41 -4.70
H 0.39 -5.76 -1.79
C 3.24 -1.26 5.33
H 4.54 -4.67 -6.39
H 3.44 -2.71 -7.09
H -1.25 -6.34 -1.52
H -0.38 -0.08 -3.71
H 2.32 0.64 1.41
C -4.40 7.56 -4.02
H 2.38 0.95 -0.19
C 0.35 0.38 -4.37
*
```